ORCA calculation (the ωB97M-V functional and the def2-TZVPD basis) on the molecule C6H6FN in a non-equilibrium geometry.

Each line ends with the natural charge from an NBO analysis.
Element x y z (Å)
C -0.417 -1.801 0.694  0.233
C 0.393 -1.053 -0.068  -0.123
C -0.082 0.057 -0.975  -0.504
C 0.587 1.459 -0.760  -0.181
C 0.820 1.868 0.507  -0.399
C -1.826 -1.682 0.781  0.200
H 1.542 -1.159 0.056  0.236
H 0.059 -0.104 -2.019  0.229
H -1.124 0.035 -0.945  0.231
H 0.846 2.142 -1.647  0.219
H 0.615 1.185 1.322  0.200
H 1.290 2.913 0.689  0.213
N -2.993 -1.505 0.730  -0.256
F 0.289 -2.356 1.634  -0.299

The energy relative to the best compared isomer or geometry (same formula, charge and spin) comes out at 71.41 kcal/mol. For the HOMO energy, the calculation gives -9.7967 eV. Its max |F| is 3.8 eV/Å.



ORCA calculation (the ωB97M-V functional and the def2-TZVPD basis) on a structure of composition C6H6HoLiO2 in a non-equilibrium geometry.

Each line ends with the natural charge from an NBO analysis.
Element x y z (Å)
C 0.801 -1.461 1.432  -0.649
C -0.127 -1.488 0.441  -0.111
C -0.022 -0.853 -0.887  -0.491
H 0.597 -1.980 2.372  0.282
H 1.823 -1.117 1.233  0.278
H -1.105 -1.931 0.648  0.266
H -1.019 -0.608 -1.279  0.299
C 0.717 -1.570 -1.860  0.863
O 1.698 -2.142 -2.099  -0.188
O -1.229 1.973 0.589  -1.006
C -0.430 2.136 -0.439  0.130
C 0.608 1.237 -0.571  -0.491
Ho -0.035 0.896 2.179  2.331
Li -3.024 2.445 0.632  0.989
H 1.393 1.482 -1.288  0.258
H -0.648 2.981 -1.104  0.240

As for the expectation value of S²: 8.765. The spin multiplicity is 6. The charge is +3. For the HOMO energy (alpha / beta), the calculation gives -19.1192 / -20.6774 eV. Its max |F| is 5.6 eV/Å.



ORCA calculation (the ωB97M-V functional and the def2-TZVPD basis) on the molecule C6H6I2O in a non-equilibrium geometry.

Each line ends with the natural charge from an NBO analysis.
Element x y z (Å)
C -1.102 -0.901 0.992  -0.203
C -0.918 0.344 1.567  -0.341
C -0.398 -1.396 -0.004  -0.204
C -0.563 1.424 0.842  -0.067
C 0.740 -0.647 -0.652  -0.344
C 0.377 0.629 -1.252  0.158
O 1.404 1.229 -1.889  -0.702
I 2.453 -0.312 0.868  -0.034
I -1.478 0.631 -2.330  0.165
H -1.922 -1.587 1.345  0.227
H -1.100 0.589 2.660  0.233
H -0.520 -2.390 -0.458  0.229
H -0.261 2.407 0.865  0.191
H 1.225 -1.271 -1.289  0.208
H 2.062 1.251 -1.268  0.484

The energy relative to the best compared isomer or geometry (same formula, charge and spin) comes out at 84.97 kcal/mol. For the HOMO energy (alpha / beta), the calculation gives -8.2041 / -7.9588 eV. Its max |F| is 5.7 eV/Å.